[1]
Entry from the Open Molecules 2025 dataset: C29H31N3O4PRu as an isolated structure (the ωB97M-V functional and the def2-TZVPD basis).

Total charge ... +4
Energy above the lowest of the compared OMol25 structures with the same formula, charge and spin ... 0.000 eV
<S²> ... 0.769
E_HOMO (alpha / beta) ... -19.410 / -19.402 eV
Total energy ... -55068.883 eV
Orbital gap (alpha / beta) ... 7.244 / 4.392 eV
Spin multiplicity ... 2

Last column: natural (NBO) charge in e.
Element x y z (Å)
Ru 1.221 0.789 0.392  0.567
P -0.449 -0.696 0.011  1.275
O 0.186 2.184 1.642  -0.586
O -0.162 2.816 3.691  -0.566
O 4.097 -2.105 1.078  -0.583
O 2.753 -0.681 -0.013  -0.582
N 0.677 4.058 -3.454  -0.493
N 1.144 1.821 -1.605  -0.596
N 1.710 0.173 2.226  -0.347
C -0.050 1.885 -2.483  -0.257
C -2.385 1.309 -0.076  -0.188
C 2.634 -0.473 4.723  -0.118
C -0.053 -2.047 -1.109  -0.467
C -2.126 -2.970 3.753  -0.050
C 3.146 -1.123 3.605  -0.125
C 0.381 1.997 2.850  0.815
C 1.608 3.206 -1.320  -0.269
C -0.615 -4.186 -2.079  -0.200
C 1.187 -2.881 -3.004  -0.186
C -1.956 0.086 -0.610  -0.472
C -3.867 0.078 -2.084  -0.182
C 0.961 -1.893 -2.057  -0.191
C 1.697 0.547 4.565  -0.143
C -0.378 -2.698 2.004  -0.201
C 2.657 -0.758 2.360  0.067
C 0.403 -4.027 -3.013  -0.131
C -2.703 -0.523 -1.623  -0.184
C 0.197 2.667 -3.767  -0.250
C -3.552 1.898 -0.537  -0.206
C -2.767 -1.847 3.311  -0.239
C 1.261 0.857 3.287  0.038
C -0.846 -3.202 -1.132  -0.138
C -0.918 -3.402 3.090  0.036
C -1.016 -1.580 1.538  -0.261
C -2.231 -1.153 2.221  0.034
C -4.295 1.281 -1.540  -0.144
C 3.175 -1.200 1.026  0.808
C 1.896 4.021 -2.575  -0.246
H -0.068 4.596 -3.002  0.444
H -1.810 1.810 0.692  0.219
H -2.515 -3.546 4.584  0.280
H -1.662 -3.333 -0.432  0.209
H -0.429 -4.312 3.421  0.263
H 0.967 2.205 -4.387  0.240
H -1.233 -5.074 -2.097  0.259
H 0.842 3.689 -0.709  0.233
H 2.529 3.176 -0.734  0.246
H 0.486 -3.110 1.496  0.248
H 0.892 4.558 -4.323  0.468
H 4.463 -2.335 0.203  0.548
H 1.880 1.349 -2.132  0.396
H -0.356 0.875 -2.755  0.259
H -4.445 -0.401 -2.863  0.260
H 2.178 5.042 -2.323  0.275
H -3.680 -1.494 3.771  0.284
H 2.996 -0.726 5.711  0.286
H -3.887 2.836 -0.114  0.249
H 2.697 3.578 -3.169  0.242
H 1.354 1.090 5.438  0.262
H 0.047 2.678 4.629  0.531
H -2.385 -1.461 -2.058  0.242
H -0.869 2.323 -1.909  0.234
H 0.583 -4.797 -3.751  0.262
H -2.766 -0.284 1.854  0.254
H -0.717 2.742 -4.355  0.271
H 1.977 -2.762 -3.733  0.247
H 3.926 -1.868 3.696  0.289
H -5.209 1.739 -1.893  0.261
H 1.592 -1.014 -2.047  0.202



[2]
Entry from the Open Molecules 2025 dataset: one molecule with the formula C5H8N2O in a non-equilibrium geometry (the ωB97M-V functional and the def2-TZVPD basis).

Energy above the lowest of the compared OMol25 structures with the same formula, charge and spin ... 2.255 eV
Structure (SMILES) ... [H]/N=C(N)/C=C\C(C)=O
E_HOMO ... -9.462 eV
Total energy ... -10340.472 eV
Orbital gap ... 9.909 eV
Spin multiplicity ... 1

Last column: natural (NBO) charge in e.
Element x y z (Å)
O -0.990 -1.453 0.968  -0.549
N 1.472 0.513 -1.407  -0.705
N 1.811 -1.098 0.300  -0.827
C 1.239 0.012 -0.263  0.401
C -0.548 0.892 1.182  -0.301
C -1.970 -0.003 -0.705  -0.724
C -1.039 -0.358 0.432  0.584
C 0.692 1.114 0.851  -0.180
H -1.424 0.558 -1.460  0.252
H 1.309 -1.521 1.068  0.412
H -2.774 0.635 -0.340  0.237
H 1.415 1.888 1.046  0.229
H 2.133 -0.027 -1.966  0.332
H -1.237 1.497 1.751  0.227
H -2.382 -0.909 -1.145  0.231
H 2.293 -1.740 -0.312  0.381



[3]
Entry from the Open Molecules 2025 dataset: a 2-piece molecular cluster, C5H14N2O overall in a non-equilibrium geometry (the ωB97M-V functional and the def2-TZVPD basis).

Energy above the lowest of the compared OMol25 structures with the same formula, charge and spin ... 9.413 eV
E_HOMO ... -7.836 eV
Total energy ... -10431.615 eV
Orbital gap ... 4.351 eV
Spin multiplicity ... 1

Last column: natural (NBO) charge in e.
Element x y z (Å)
O 0.921 -0.828 -1.738  -0.739
N 1.264 -0.936 0.977  -0.571
N -0.189 0.947 0.402  -0.448
C -1.194 -0.064 -0.007  -0.269
C 0.197 0.965 1.809  -0.238
C -1.395 -0.032 -1.506  -0.449
C -0.029 0.037 -2.232  -0.043
C 0.654 -0.426 2.180  -0.297
H -0.216 -1.052 2.448  0.221
H -1.796 2.649 0.405  -0.125
H 0.313 1.081 -2.071  0.146
H -0.141 -0.044 -3.302  0.179
H -2.150 0.097 0.529  0.220
H 1.090 -0.749 -0.829  0.498
H -0.612 1.227 2.474  0.191
H -0.750 1.861 0.292  0.300
H 2.124 -1.419 1.224  0.339
H 0.999 1.679 1.958  0.218
H 1.367 -0.345 2.996  0.199
H -1.876 -0.898 -1.961  0.220
H -1.997 0.855 -1.755  0.211
H -0.876 -1.048 0.341  0.237



[4]
Entry from the Open Molecules 2025 dataset: one molecule with the formula C8H14N2O in a non-equilibrium geometry (the ωB97M-V functional and the def2-TZVPD basis).

Energy above the lowest of the compared OMol25 structures with the same formula, charge and spin ... 0.366 eV
Structure (SMILES) ... CC[C@H](O)[C@H](C)n1cccn1
E_HOMO ... -9.235 eV
Total energy ... -13550.298 eV
Orbital gap ... 10.167 eV
Spin multiplicity ... 1

Last column: natural (NBO) charge in e.
Element x y z (Å)
O 1.787 0.954 0.000  -0.739
N 0.742 -1.437 0.669  -0.316
N -0.457 -0.868 0.793  -0.169
C -0.616 0.561 0.765  -0.055
C 0.098 0.649 -1.756  -0.435
C -0.790 -3.016 1.079  -0.345
C 0.483 1.195 -0.376  0.140
C -1.408 -1.787 1.050  -0.035
C 0.591 1.568 -2.867  -0.602
C -0.302 1.170 2.124  -0.624
C 0.558 -2.734 0.831  -0.038
H 0.329 2.277 -0.343  0.173
H -0.914 0.713 2.902  0.208
H 1.665 1.712 -2.781  0.214
H -1.626 0.805 0.434  0.205
H 0.746 1.010 2.362  0.232
H 0.369 1.144 -3.844  0.207
H -1.234 -3.975 1.249  0.230
H -2.434 -1.512 1.191  0.219
H 1.866 -0.006 0.148  0.502
H 0.534 -0.345 -1.880  0.212
H -0.495 2.239 2.106  0.214
H -0.988 0.555 -1.821  0.195
H 1.388 -3.409 0.765  0.211
H 0.105 2.540 -2.798  0.197



- Among the records above, which one has the highest energy above the lowest of the compared OMol25 structures with the same formula, charge and spin?
  C5H14N2O



Please write out number 4 again, unchanged.
Entry from the Open Molecules 2025 dataset: one molecule with the formula C8H14N2O in a non-equilibrium geometry (the ωB97M-V functional and the def2-TZVPD basis).

Energy above the lowest of the compared OMol25 structures with the same formula, charge and spin ... 0.366 eV
Structure (SMILES) ... CC[C@H](O)[C@H](C)n1cccn1
E_HOMO ... -9.235 eV
Total energy ... -13550.298 eV
Orbital gap ... 10.167 eV
Spin multiplicity ... 1

Last column: natural (NBO) charge in e.
Element x y z (Å)
O 1.787 0.954 0.000  -0.739
N 0.742 -1.437 0.669  -0.316
N -0.457 -0.868 0.793  -0.169
C -0.616 0.561 0.765  -0.055
C 0.098 0.649 -1.756  -0.435
C -0.790 -3.016 1.079  -0.345
C 0.483 1.195 -0.376  0.140
C -1.408 -1.787 1.050  -0.035
C 0.591 1.568 -2.867  -0.602
C -0.302 1.170 2.124  -0.624
C 0.558 -2.734 0.831  -0.038
H 0.329 2.277 -0.343  0.173
H -0.914 0.713 2.902  0.208
H 1.665 1.712 -2.781  0.214
H -1.626 0.805 0.434  0.205
H 0.746 1.010 2.362  0.232
H 0.369 1.144 -3.844  0.207
H -1.234 -3.975 1.249  0.230
H -2.434 -1.512 1.191  0.219
H 1.866 -0.006 0.148  0.502
H 0.534 -0.345 -1.880  0.212
H -0.495 2.239 2.106  0.214
H -0.988 0.555 -1.821  0.195
H 1.388 -3.409 0.765  0.211
H 0.105 2.540 -2.798  0.197